[1]
The following is a DFT calculation (wB97M-V/def2-TZVPD) of a molecular structure, C35H38ClF3N3O4SSi3Ti in a non-equilibrium geometry.

Geometry as XYZ:
```
89
C35H38ClF3N3O4SSi3Ti (wB97M-V/def2-TZVPD)
Ti 0.216 0.571 0.534
O 4.621 -3.087 -1.448
C 3.480 -3.776 -1.589
O 3.476 -4.928 -1.992
C 2.243 -3.066 -1.162
C 0.999 -3.561 -1.402
Cl 0.507 -5.004 -2.205
N 0.131 -2.675 -0.871
N 0.774 -1.577 -0.391
C 2.087 -1.803 -0.549
C 3.045 -0.683 -0.197
O 4.252 -1.003 -0.257
O 2.518 0.356 0.279
C -1.270 -2.824 -0.630
C -2.142 -1.988 -1.337
C -3.497 -2.183 -1.169
C -3.934 -3.228 -0.325
C -3.040 -4.043 0.320
C -1.654 -3.906 0.155
H 4.452 -2.165 -0.996
H -1.762 -1.104 -1.762
H -4.199 -1.485 -1.595
H -4.987 -3.364 -0.106
H -3.345 -4.856 1.019
H -0.901 -4.540 0.654
C -0.573 5.285 2.508
Si -0.781 3.990 1.105
C 0.719 4.084 -0.123
C -2.198 4.798 0.063
C -0.921 2.339 1.933
Si -2.561 1.461 2.152
C -3.129 0.873 3.900
C -2.897 -0.060 1.084
C -4.092 2.457 1.621
Si 0.212 1.909 3.349
C -0.181 2.696 5.061
C 2.018 2.352 3.115
C 0.290 -0.084 3.499
C 0.541 -0.695 4.745
C 0.832 -2.046 4.902
C 0.782 -2.782 3.750
C 0.452 -2.135 2.537
N 0.203 -0.856 2.404
H -0.441 6.271 2.024
H 0.283 5.041 3.148
H -1.534 5.316 3.061
H 0.353 3.650 -1.035
H 1.582 3.521 0.228
H 1.139 5.078 -0.317
H -1.834 5.306 -0.871
H -2.853 5.391 0.720
H -2.849 3.970 -0.206
H -2.480 0.110 4.364
H -4.113 0.348 3.680
H -3.294 1.698 4.595
H -2.527 -1.002 1.504
H -2.484 0.175 0.076
H -4.011 -0.167 1.079
H -3.994 3.504 1.995
H -4.942 1.946 2.140
H -4.162 2.479 0.516
H -1.101 2.269 5.435
H -0.266 3.803 5.021
H 0.638 2.521 5.840
H 2.210 3.415 2.947
H 2.446 1.835 2.232
H 2.540 1.950 3.959
H 0.537 0.006 5.585
H 1.145 -2.419 5.873
H 1.047 -3.823 3.762
H 0.400 -2.706 1.614
F 3.453 -1.414 -9.109
C 3.734 -2.160 -8.004
F 3.210 -3.454 -8.340
F 5.057 -2.349 -7.954
C 3.054 -1.634 -6.826
C 1.978 -0.698 -6.905
C 1.350 -0.167 -5.839
C 1.659 -0.598 -4.523
C 2.635 -1.625 -4.436
C 3.312 -2.122 -5.523
C 1.046 0.027 -3.464
C 0.348 0.530 -2.576
H 1.702 -0.248 -7.818
H 0.577 0.585 -5.892
H 2.809 -1.943 -3.461
H 4.090 -2.874 -5.393
S -1.799 1.999 -1.925
C -0.435 0.995 -1.560
```

For the highest occupied orbital energy (alpha / beta), the calculation gives -0.2 / -1.4 eV. For the frontier orbital gap (alpha / beta), the calculation gives 4.10 / 5.27 eV. As for the maximum force: 2.30 eV/Å. For the total energy, the calculation gives -127833.5468 eV. The value obtained for the LUMO energy (alpha / beta) is 3.86 / 3.86 eV. Its spin multiplicity is 4. The charge is -2.

[2]
The following is a DFT calculation (wB97M-V/def2-TZVPD) of a molecular structure, C32H39BrN4NiO2P2 in a non-equilibrium geometry.

Geometry as XYZ:
```
81
C32H39BrN4NiO2P2 (wB97M-V/def2-TZVPD)
Ni 0.252 0.945 -0.697
C -1.829 1.647 -3.253
O -1.490 1.847 -1.873
C -2.503 2.308 -1.057
C -3.770 2.659 -1.487
C -4.732 3.019 -0.548
Br -6.478 3.439 -1.140
C -4.448 3.047 0.802
C -3.159 2.729 1.231
C -2.194 2.366 0.299
O -0.942 2.004 0.697
C -2.746 2.712 2.624
N -1.525 2.353 2.967
C -1.472 2.411 4.343
C -0.438 2.118 5.234
C -0.696 2.261 6.578
C -1.949 2.688 7.049
C -2.984 2.980 6.184
C -2.725 2.831 4.828
N -3.508 3.016 3.704
H -2.001 2.601 -3.750
H -2.716 1.019 -3.340
H -0.987 1.151 -3.721
H -4.038 2.659 -2.533
H -5.225 3.312 1.503
H -0.940 2.005 1.738
H 0.529 1.792 4.871
H 0.081 2.043 7.298
H -2.102 2.793 8.114
H -3.948 3.309 6.550
H -4.457 3.345 3.700
C -1.888 -1.703 -1.660
P -0.507 -1.124 -0.635
C 0.889 -2.112 -1.277
N 0.669 -3.343 -1.643
C 1.687 -4.099 -2.089
C 1.475 -5.430 -2.503
C 2.534 -6.173 -2.937
C 3.839 -5.627 -2.972
C 4.080 -4.339 -2.585
C 3.010 -3.539 -2.139
N 3.196 -2.258 -1.774
C 2.185 -1.541 -1.375
P 2.414 0.219 -0.907
C 3.894 0.093 0.141
C 3.010 1.111 -2.453
C 1.831 1.105 -3.432
C 3.284 2.557 -2.006
C 4.251 0.499 -3.086
C -0.808 -1.738 1.111
C -2.138 -1.122 1.571
C -0.891 -3.259 1.167
C 0.348 -1.222 1.977
H -1.994 -2.779 -1.544
H -1.677 -1.473 -2.704
H -2.809 -1.199 -1.364
H 0.470 -5.829 -2.462
H 2.379 -7.194 -3.258
H 4.658 -6.244 -3.316
H 5.077 -3.918 -2.615
H 4.640 -0.440 -0.446
H 3.680 -0.463 1.052
H 4.256 1.085 0.408
H 0.967 1.575 -2.951
H 1.568 0.090 -3.740
H 2.064 1.684 -4.326
H 2.452 2.966 -1.420
H 3.418 3.196 -2.880
H 4.192 2.632 -1.407
H 4.118 -0.551 -3.335
H 5.124 0.602 -2.441
H 4.464 1.042 -4.009
H -2.984 -1.558 1.038
H -2.153 -0.040 1.437
H -2.280 -1.324 2.634
H -1.748 -3.642 0.614
H -1.017 -3.550 2.212
H 0.009 -3.743 0.792
H 0.515 -0.152 1.826
H 1.275 -1.758 1.761
H 0.111 -1.377 3.030
```

For the highest occupied orbital energy (alpha / beta), the calculation gives -13.0 / -13.0 eV. For the frontier orbital gap (alpha / beta), the calculation gives 5.49 / 5.34 eV. As for the maximum force: 2.33 eV/Å. For the total energy, the calculation gives -173523.3189 eV. The value obtained for the LUMO energy (alpha / beta) is -7.55 / -7.71 eV. The charge is +2.

[3]
The following is a DFT calculation (wB97M-V/def2-TZVPD) of a molecular structure, C23H23BF4MoOP.

Geometry as XYZ:
```
54
C23H23BF4MoOP (wB97M-V/def2-TZVPD)
Mo -0.149 0.314 0.020
O 0.009 -0.671 2.396
C -0.001 0.497 2.084
C 0.100 1.700 2.924
C 0.100 1.691 4.313
C 0.181 2.900 4.987
C 0.268 4.097 4.283
C 0.284 4.109 2.892
C 0.205 2.903 2.215
P 0.290 2.693 0.418
C -0.248 4.185 -0.418
C -1.603 4.334 -0.714
C -2.048 5.499 -1.315
C -1.145 6.508 -1.624
C 0.205 6.357 -1.335
C 0.659 5.196 -0.730
C 2.005 2.317 -0.013
C 2.988 2.067 0.945
C 4.237 1.620 0.541
C 4.503 1.413 -0.805
C 3.528 1.662 -1.762
C 2.279 2.110 -1.372
H 0.023 0.752 4.846
H 0.169 2.916 6.068
H 0.325 5.031 4.826
H 0.355 5.044 2.352
H -2.305 3.541 -0.480
H -3.097 5.620 -1.547
H -1.495 7.415 -2.098
H 0.905 7.144 -1.582
H 1.713 5.072 -0.510
H 2.782 2.227 1.996
H 5.001 1.427 1.281
H 5.475 1.049 -1.111
H 3.737 1.495 -2.810
H 1.519 2.315 -2.120
F 1.574 -2.542 -3.048
B 2.509 -2.398 -2.132
F 0.975 -0.904 -0.839
F 3.414 -1.443 -2.270
F 2.601 -3.242 -1.128
C -2.118 -2.403 -0.264
C -2.782 -1.204 0.416
C -4.295 -1.224 0.215
C -2.187 0.103 -0.120
H -2.557 -3.338 0.083
H -1.046 -2.452 -0.051
H -2.249 -2.354 -1.348
H -2.575 -1.258 1.489
H -4.542 -1.183 -0.849
H -4.771 -0.376 0.707
H -4.723 -2.139 0.625
H -2.568 0.980 0.433
H -2.453 0.259 -1.179
```

For the highest occupied orbital energy (alpha / beta), the calculation gives -12.0 / -12.4 eV. For the frontier orbital gap (alpha / beta), the calculation gives 7.55 / 7.98 eV. As for the maximum force: 0.16 eV/Å. For the total energy, the calculation gives -48961.0193 eV. The value obtained for the LUMO energy (alpha / beta) is -4.43 / -4.43 eV. Its spin multiplicity is 3. The charge is +1.

[4]
The following is a DFT calculation (wB97M-V/def2-TZVPD) of a molecular structure, C38H50BClIrO3P4 in a non-equilibrium geometry.

Geometry as XYZ:
```
98
C38H50BClIrO3P4 (wB97M-V/def2-TZVPD)
P 1.731 1.176 -4.410
C 3.171 1.508 -3.353
C 4.140 0.804 -4.137
H 3.783 0.068 -4.856
C 5.424 1.300 -4.263
H 6.053 0.895 -5.057
C 5.802 2.322 -3.395
H 6.804 2.718 -3.488
C 4.924 2.841 -2.429
H 5.297 3.606 -1.757
C 3.574 2.448 -2.370
H 2.893 2.780 -1.567
C 1.105 -0.482 -4.012
C 1.790 -1.540 -3.374
H 2.631 -1.342 -2.700
C 1.355 -2.855 -3.622
H 1.956 -3.691 -3.282
C 0.239 -3.104 -4.431
H 0.004 -4.119 -4.730
C -0.552 -2.060 -4.896
H -1.367 -2.221 -5.606
C -0.190 -0.754 -4.560
H -0.759 0.078 -4.969
C 0.425 2.460 -3.958
C 0.732 3.298 -5.064
H 1.614 3.044 -5.650
C -0.148 4.227 -5.579
H 0.122 4.695 -6.535
C -1.303 4.473 -4.836
H -1.983 5.230 -5.208
C -1.592 3.771 -3.645
H -2.498 4.037 -3.094
C -0.752 2.715 -3.203
H -0.972 2.184 -2.261
Ir 0.062 0.049 1.970
C -1.540 -1.192 1.379
C -1.868 -1.423 0.108
H -2.076 -1.580 2.256
C -1.047 -0.788 -1.062
O -2.162 -0.103 -1.817
H -1.774 0.283 -2.650
C -0.050 0.196 -0.729
H -0.797 -1.644 -1.735
C 0.373 0.796 0.369
Cl 2.148 1.466 2.584
P -1.282 2.024 2.053
P 1.737 -1.567 1.936
C -0.727 3.253 3.280
H 0.371 3.239 3.296
H -1.117 2.998 4.271
H -1.090 4.244 2.969
C -1.563 3.028 0.551
H -2.268 2.517 -0.122
H -0.605 3.159 0.027
H -1.975 4.006 0.839
C -2.949 1.460 2.549
H -2.853 0.661 3.297
H -3.470 1.056 1.670
H -3.521 2.299 2.970
C 2.738 -1.545 3.469
H 2.154 -1.929 4.313
H 3.010 -0.497 3.663
H 3.640 -2.147 3.298
C 0.944 -3.212 1.867
H 0.455 -3.338 0.889
H 0.178 -3.261 2.654
H 1.700 -3.995 2.018
C 2.933 -1.513 0.553
H 3.242 -0.470 0.388
H 2.466 -1.905 -0.364
H 3.805 -2.128 0.829
P -3.250 -2.546 -0.228
C -3.692 -3.451 1.265
C -2.758 -3.662 -1.564
H -3.795 -2.743 2.104
H -2.903 -4.191 1.489
H -4.652 -3.968 1.086
H -2.387 -3.090 -2.432
H -3.635 -4.256 -1.877
H -1.965 -4.345 -1.215
C -4.607 -1.535 -0.844
H -5.038 -0.963 -0.007
H -5.371 -2.189 -1.297
H -4.181 -0.838 -1.588
H 1.101 1.600 0.202
O -0.777 -1.205 4.505
B -0.184 -0.111 3.892
O 0.333 0.762 4.828
C 0.013 0.225 6.011
C 0.474 0.659 7.210
C 0.094 -0.164 8.252
C -0.662 -1.330 8.066
C -1.053 -1.795 6.817
C -0.687 -0.949 5.814
H 1.078 1.557 7.252
H 0.401 0.141 9.238
H -0.962 -1.929 8.906
H -1.605 -2.692 6.577
```

For the highest occupied orbital energy (alpha / beta), the calculation gives -8.2 / -11.8 eV. For the frontier orbital gap (alpha / beta), the calculation gives 3.39 / 2.61 eV. As for the maximum force: 7.69 eV/Å. For the total energy, the calculation gives -99531.1695 eV. The value obtained for the LUMO energy (alpha / beta) is -4.79 / -9.15 eV. Its spin multiplicity is 6. The charge is +2.

[5]
The following is a DFT calculation (wB97M-V/def2-TZVPD) of a molecular structure, C41H54ClN6O3PSTa in a non-equilibrium geometry.

Geometry as XYZ:
```
108
C41H54ClN6O3PSTa (wB97M-V/def2-TZVPD)
Ta -0.669 0.724 -0.494
O -2.609 0.457 3.177
C -2.155 0.258 2.070
N -1.133 0.953 1.495
C -0.604 2.072 2.271
C -0.211 3.162 1.348
C -0.111 4.469 1.771
C 0.271 5.446 0.870
C 0.578 5.082 -0.436
C 0.478 3.765 -0.799
N 0.073 2.806 0.074
C -2.819 -0.692 1.128
C -3.887 -1.457 1.518
C -4.604 -2.143 0.545
C -4.228 -2.030 -0.788
C -3.123 -1.275 -1.109
N -2.423 -0.629 -0.163
H -1.339 2.413 2.992
H 0.266 1.769 2.842
H -0.334 4.715 2.802
H 0.330 6.482 1.180
H 0.892 5.814 -1.168
H 0.724 3.448 -1.795
H -4.157 -1.483 2.566
H -5.463 -2.743 0.821
H -4.784 -2.522 -1.575
H -2.777 -1.185 -2.130
Cl 0.662 -1.021 -7.738
C 0.532 -0.768 -6.055
C 1.153 -1.638 -5.163
C 1.019 -1.470 -3.789
C 0.265 -0.426 -3.310
O 0.017 -0.218 -1.971
C -0.267 0.506 -4.189
C -0.719 1.777 -3.674
O -0.714 2.117 -2.487
C -0.158 0.323 -5.563
H 1.747 -2.457 -5.550
H 1.528 -2.150 -3.124
H -1.025 2.527 -4.413
H -0.595 1.047 -6.244
C 1.213 -2.462 4.923
C 1.751 -1.031 4.728
C 1.204 -0.416 3.429
C 1.150 -1.523 2.370
C -0.026 -2.462 2.716
C -0.149 -2.624 4.248
P 1.166 -1.064 0.601
C 1.084 -2.641 -0.332
C -0.306 -3.260 -0.527
C -0.259 -4.240 -1.716
C 1.101 -4.965 -1.794
C 1.695 -5.101 -0.395
C 2.081 -3.717 0.167
C 2.778 -0.338 0.119
C 4.013 -1.000 0.792
C 4.599 -0.106 1.887
C 5.098 1.227 1.306
C 4.209 1.724 0.147
C 2.788 1.190 0.292
H 1.137 -2.692 5.985
H 1.912 -3.192 4.505
H 2.843 -1.046 4.694
H 1.466 -0.398 5.570
H 1.814 0.437 3.129
H 0.188 -0.069 3.607
H 2.084 -2.088 2.452
H 0.129 -3.438 2.255
H -0.959 -2.057 2.315
H -0.573 -3.601 4.473
H -0.843 -1.879 4.649
H 1.415 -2.320 -1.317
H -1.052 -2.496 -0.712
H -0.605 -3.791 0.377
H -0.458 -3.705 -2.650
H -1.055 -4.976 -1.593
H 1.802 -4.417 -2.435
H 0.971 -5.945 -2.252
H 2.580 -5.737 -0.403
H 0.964 -5.586 0.258
H 3.084 -3.462 -0.179
H 2.111 -3.770 1.257
H 2.817 -0.536 -0.958
H 4.774 -1.161 0.024
H 3.777 -1.982 1.198
H 5.422 -0.629 2.373
H 3.846 0.072 2.662
H 6.119 1.108 0.943
H 5.133 1.977 2.097
H 4.613 1.395 -0.815
H 4.198 2.814 0.123
H 2.141 1.640 -0.469
H 2.395 1.482 1.273
C -3.977 5.412 -3.339
C -4.210 3.901 -3.224
C -3.907 3.369 -1.857
N -3.098 2.409 -1.590
N -2.971 2.127 -0.235
C -3.741 2.902 0.506
N -3.856 2.874 1.849
S -4.625 4.054 -0.426
H -4.179 5.745 -4.356
H -2.945 5.670 -3.091
H -4.640 5.969 -2.674
H -3.580 3.359 -3.930
H -5.248 3.672 -3.470
H -3.482 2.118 2.405
H -4.552 3.451 2.291
```

For the highest occupied orbital energy, the calculation gives -16.5 eV. For the frontier orbital gap, the calculation gives 6.27 eV. As for the maximum force: 1.95 eV/Å. For the total energy, the calculation gives -92654.1976 eV. The value obtained for the LUMO energy is -10.23 eV. The charge is +3.

[6]
The following is a DFT calculation (wB97M-V/def2-TZVPD) of a molecular structure, C19H16ClN2O5STl.

Geometry as XYZ:
```
45
C19H16ClN2O5STl (wB97M-V/def2-TZVPD)
Tl -1.159 -1.681 -2.946
O -1.434 4.274 -0.967
C -0.153 4.010 -1.113
O 0.710 4.824 -0.890
C 0.209 2.636 -1.585
C 1.501 2.219 -1.850
Cl 2.961 3.084 -1.857
N 1.457 0.926 -2.245
N 0.191 0.473 -2.229
C -0.570 1.480 -1.847
C -2.061 1.231 -1.729
O -2.776 2.186 -1.400
O -2.453 0.055 -1.959
C 2.516 0.008 -2.492
C 3.572 -0.106 -1.603
C 4.563 -1.042 -1.850
C 4.489 -1.866 -2.964
C 3.426 -1.743 -3.847
C 2.439 -0.798 -3.617
H -2.013 3.468 -1.174
H 3.614 0.521 -0.722
H 5.391 -1.133 -1.161
H 5.260 -2.603 -3.145
H 3.366 -2.375 -4.722
H 1.628 -0.660 -4.322
C -1.174 1.293 5.151
C -1.436 0.448 3.937
C -0.392 -0.008 3.141
C -0.633 -0.786 2.016
C -1.938 -1.107 1.695
C -3.003 -0.644 2.456
C -2.744 0.123 3.576
S -2.261 -2.117 0.266
C -2.478 -3.682 1.116
O -0.934 -2.259 -0.444
H -0.111 1.326 5.386
H -1.704 0.901 6.019
H -1.515 2.317 4.992
H 0.626 0.255 3.397
H 0.172 -1.134 1.383
H -4.023 -0.863 2.164
H -3.568 0.493 4.172
H -1.558 -3.909 1.653
H -2.681 -4.437 0.359
H -3.319 -3.596 1.801
```

For the highest occupied orbital energy, the calculation gives -9.3 eV. For the frontier orbital gap, the calculation gives 9.49 eV. As for the maximum force: 0.25 eV/Å. For the total energy, the calculation gives -61232.6294 eV. The value obtained for the LUMO energy is 0.18 eV.

The lowest maximum force belongs to which entry?
C23H23BF4MoOP

maximum force of number 2 (C32H39BrN4NiO2P2)?
2.33 eV/Å